12
Properties=species:S:1:pos:R:3:forces:R:3 method="wB97M-V/def2-TZVPD" gap_ev=12.13 charge=0 max_force_ev_per_a=4.62 de_lowest_kj_mol=43.0 total_energy_ha=-211.34431 smiles=CCCC#N lumo_energy_ha=0.0325
C 0.4148 1.2572 -0.1063 0.571 0.224 -0.655
C 0.3898 0.0001 0.7621 -1.045 1.012 -0.561
C -0.7611 -0.9273 0.2307 2.464 -0.686 0.363
C -0.4781 -1.2161 -1.1858 0.774 -0.097 -4.332
H -0.5683 1.7336 -0.1305 0.123 0.188 0.112
H 0.6827 1.0319 -1.1832 -0.203 0.124 1.273
H 1.1750 1.9441 0.2954 -0.390 0.039 -0.263
H 0.1954 0.2683 1.8167 -0.033 -0.219 -0.463
H 1.3843 -0.4040 0.7017 0.201 -0.854 0.041
H -1.7098 -0.4172 0.4060 -0.049 -0.620 -0.081
H -0.5589 -1.9044 0.7172 -1.143 0.479 0.138
N -0.1657 -1.3663 -2.3241 -1.270 0.411 4.428